Entry 1:
123
Properties=species:S:1:pos:R:3:mulliken_charge:R:1 method="wB97M-V/def2-TZVPD" homo_energy_ev=-7.39 e_above_lowest_kcal_mol=57.87 charge=0 energy_ev=-111028.488 orbital_gap_ev=7.42
Cs -0.367 0.246 -0.006 3.269
O -1.221 4.355 -1.843 -0.739
C -0.867 3.597 -0.938 -1.082
N 0.219 2.822 -0.866 0.206
C 1.450 3.146 -1.343 -0.407
O 2.036 4.215 -1.257 -0.700
C 2.180 1.970 -1.991 0.806
C 2.664 2.113 -3.282 -0.995
C 3.247 1.014 -3.891 -0.623
C 3.337 -0.180 -3.192 -0.728
C 2.846 -0.225 -1.899 -0.150
N 2.276 0.825 -1.295 0.123
C -1.777 3.553 0.308 0.368
C -2.274 4.775 0.760 -0.779
C -2.997 4.820 1.937 -1.125
C -3.247 3.638 2.618 -0.806
C -2.756 2.465 2.076 -0.296
N -2.024 2.400 0.956 1.699
H 2.571 3.068 -3.781 0.524
H 3.622 1.083 -4.905 0.402
H 3.769 -1.066 -3.638 0.429
H 2.897 -1.139 -1.314 0.388
H -2.059 5.662 0.179 0.602
H -3.362 5.765 2.322 0.442
H -3.805 3.615 3.546 0.536
H -2.960 1.520 2.568 -0.167
O 1.013 1.082 1.698 -0.658
S 1.631 2.462 1.784 0.481
C 3.309 2.205 2.381 -1.189
C 3.472 1.490 3.718 -1.172
C 2.893 0.073 3.810 0.630
C 3.726 -0.957 3.054 -0.770
S 2.905 -2.493 2.612 -0.146
O 1.865 -2.156 1.574 -0.206
C 1.991 -2.767 4.106 0.143
C 2.612 -3.252 5.250 -0.454
C 1.853 -3.457 6.394 -0.485
C 0.486 -3.196 6.376 -0.733
C -0.122 -2.729 5.216 -0.471
C 0.627 -2.508 4.064 -0.252
C 0.953 3.209 3.260 0.516
C 1.267 4.528 3.574 -0.634
C 0.715 5.099 4.711 -0.773
C -0.153 4.361 5.512 -0.525
C -0.473 3.055 5.171 -0.771
C 0.075 2.469 4.033 -0.178
H 3.781 3.192 2.391 0.692
H 3.749 1.657 1.540 0.547
H 3.025 2.102 4.505 0.406
H 4.547 1.469 3.932 0.532
H 1.878 0.064 3.415 -0.787
H 2.838 -0.217 4.861 0.494
H 4.634 -1.240 3.598 0.502
H 4.029 -0.609 2.061 0.401
H 3.675 -3.472 5.252 0.381
H 2.323 -3.832 7.295 0.386
H -0.106 -3.367 7.266 0.398
H -1.189 -2.539 5.207 0.445
H 0.181 -2.143 3.143 0.642
H 1.922 5.108 2.931 0.503
H 0.952 6.124 4.966 0.383
H -0.587 4.812 6.396 0.391
H -1.158 2.487 5.789 0.447
H -0.170 1.455 3.731 0.384
C -3.398 -0.595 4.210 -0.842
N -4.062 -0.804 2.931 0.803
C -5.514 -0.900 2.971 -1.127
P -3.206 -1.207 1.606 -0.571
O -1.749 -1.003 1.768 -0.310
O -3.889 -0.249 0.492 0.242
P -3.632 0.087 -1.066 -1.013
O -2.254 -0.167 -1.538 -0.883
N -4.080 1.641 -1.145 0.835
C -3.782 2.372 -2.388 -1.126
C -5.117 2.262 -0.331 -0.985
N -4.699 -0.934 -1.799 0.877
C -6.098 -0.937 -1.394 -1.018
C -4.513 -1.333 -3.189 -0.860
N -3.664 -2.720 1.157 0.549
C -2.926 -3.300 0.013 -0.785
C -3.692 -3.695 2.261 -0.910
H -3.644 -1.399 4.912 0.341
H -3.711 0.355 4.652 0.264
H -2.320 -0.562 4.070 0.004
H -5.831 -1.691 3.658 0.419
H -5.916 -1.127 1.986 0.163
H -5.951 0.043 3.308 0.314
H -2.977 1.892 -2.940 0.230
H -3.437 3.377 -2.140 0.450
H -4.673 2.427 -3.022 0.253
H -5.266 1.726 0.604 0.163
H -6.070 2.314 -0.867 0.274
H -4.806 3.279 -0.080 0.304
H -6.225 -0.545 -0.386 0.117
H -6.492 -1.956 -1.399 0.321
H -6.713 -0.332 -2.070 0.325
H -3.476 -1.215 -3.494 0.053
H -5.146 -0.740 -3.859 0.325
H -4.787 -2.384 -3.312 0.379
H -2.772 -2.587 -0.797 0.038
H -3.498 -4.139 -0.384 0.422
H -1.944 -3.650 0.343 0.336
H -4.206 -3.292 3.131 0.314
H -2.681 -3.996 2.555 0.242
H -4.234 -4.583 1.935 0.372
C -0.177 -2.069 -5.219 -1.556
C -0.069 -3.084 -4.090 1.760
C -1.405 -3.808 -3.912 -1.513
C 1.029 -4.089 -4.394 -1.908
N 0.306 -2.300 -2.900 0.099
N 0.395 -2.994 -1.670 -0.312
H -0.420 -2.562 -6.164 0.439
H 0.764 -1.526 -5.330 0.328
H -0.965 -1.337 -5.010 0.257
H -1.703 -4.328 -4.827 0.486
H -2.196 -3.096 -3.661 0.174
H -1.360 -4.565 -3.124 0.397
H 0.834 -4.592 -5.344 0.463
H 1.098 -4.858 -3.620 0.362
H 1.995 -3.584 -4.462 0.326
H -0.370 -1.558 -2.763 -0.158
H 1.310 -3.416 -1.579 0.219
H -0.308 -3.723 -1.583 0.135

Entry 2:
120
Properties=species:S:1:pos:R:3:mulliken_charge:R:1 method="wB97M-V/def2-TZVPD" homo_energy_ev=-10.02 e_above_lowest_kcal_mol=1.26 charge=+1 energy_ev=-114008.429 orbital_gap_ev=7.59
Cd 0.232 0.332 0.149 7.348
N 0.116 -1.069 -1.762 -0.722
C -0.651 -0.843 -2.997 -0.831
C -0.319 0.469 -3.690 -0.942
C -0.809 1.709 -2.957 -0.325
N 0.028 2.024 -1.789 -0.095
H 1.085 -1.273 -1.986 0.156
H -0.281 -1.886 -1.287 0.139
H -1.709 -0.852 -2.725 0.303
H -0.498 -1.669 -3.699 0.503
H -0.781 0.451 -4.680 0.434
H 0.761 0.543 -3.861 0.348
H -1.826 1.543 -2.598 -0.129
H -0.850 2.554 -3.653 0.486
H -0.408 2.760 -1.242 -0.611
H 0.920 2.382 -2.113 0.311
C 4.339 2.521 -0.880 -1.625
C 3.043 2.101 -0.561 -0.463
N 2.728 0.863 -0.239 0.820
C 3.723 -0.050 -0.183 -0.411
C 5.065 0.286 -0.432 1.251
C 5.356 1.609 -0.803 -0.690
C 6.093 -0.708 -0.316 -1.062
C 5.788 -1.980 0.005 -0.893
C 4.425 -2.373 0.219 1.621
C 4.067 -3.704 0.496 -1.189
C 2.746 -4.024 0.646 -1.079
C 1.790 -3.004 0.537 -0.665
N 2.095 -1.745 0.301 0.796
C 3.393 -1.426 0.132 -0.985
H 4.518 3.552 -1.152 0.530
H 2.234 2.822 -0.547 0.279
H 6.379 1.890 -1.018 0.449
H 7.118 -0.411 -0.496 0.437
H 6.562 -2.732 0.090 0.439
H 4.840 -4.459 0.574 0.446
H 2.426 -5.036 0.851 0.573
H 0.739 -3.226 0.657 0.319
C 2.292 -5.414 6.019 -1.531
C 1.565 -4.348 5.248 1.062
C 0.197 -4.155 5.406 -1.096
C -0.470 -3.153 4.716 -0.391
C 0.235 -2.342 3.840 -0.206
C 1.608 -2.502 3.687 -0.630
C 2.260 -3.501 4.385 -0.871
S -0.577 -1.045 2.949 -0.360
O -1.808 -0.764 3.655 -0.864
O 0.402 0.028 2.849 -0.140
N -0.809 -1.484 1.437 1.561
C -1.676 -2.503 1.090 -0.720
C -2.545 -3.178 1.971 -0.787
C -3.356 -4.178 1.482 -0.947
C -3.326 -4.501 0.129 -0.785
C -2.451 -3.790 -0.666 -0.743
N -1.643 -2.831 -0.212 0.067
H 1.598 -6.117 6.476 0.373
H 2.892 -4.970 6.815 0.308
H 2.970 -5.973 5.373 0.370
H -0.355 -4.787 6.091 0.366
H -1.523 -2.980 4.884 0.510
H 2.156 -1.824 3.045 0.439
H 3.332 -3.620 4.270 0.451
H -2.608 -2.885 3.005 0.507
H -4.026 -4.699 2.155 0.454
H -3.953 -5.275 -0.289 0.459
H -2.380 -3.999 -1.729 0.468
O -2.098 1.096 -0.005 -0.939
S -3.240 0.224 -0.496 0.616
C -4.561 1.389 -0.952 -0.594
C -5.837 0.895 -0.286 -0.885
C -5.417 0.465 1.117 -0.491
C -4.178 -0.405 0.935 0.121
H -4.613 1.467 -2.037 0.504
H -4.226 2.341 -0.533 0.115
H -6.249 0.046 -0.837 0.278
H -6.597 1.677 -0.277 0.446
H -6.203 -0.084 1.633 0.470
H -5.172 1.342 1.717 0.025
H -4.437 -1.434 0.678 0.401
H -3.488 -0.420 1.779 -0.330
C 1.271 5.374 -0.820 -1.002
Si 0.124 5.253 0.670 0.671
C 0.560 6.702 1.773 -1.133
C -1.652 5.382 0.073 -1.099
Sb 0.352 2.950 1.779 -2.570
Si 2.428 3.379 3.228 0.639
C 2.041 4.558 4.633 -1.036
C 3.798 4.182 2.227 -0.967
C 2.997 1.716 3.859 -0.941
Si -1.429 3.188 3.624 0.774
C -0.942 2.187 5.122 -0.730
C -1.656 4.984 4.113 -1.204
C -3.030 2.531 2.921 -0.197
H 1.179 6.374 -1.254 0.509
H 1.036 4.659 -1.610 0.345
H 2.316 5.242 -0.531 0.110
H 0.401 7.628 1.212 0.447
H 1.610 6.674 2.069 0.267
H -0.045 6.750 2.677 0.310
H -1.805 6.301 -0.498 0.466
H -2.350 5.389 0.913 0.239
H -1.921 4.538 -0.566 0.203
H 1.747 5.537 4.250 0.235
H 2.944 4.696 5.234 0.444
H 1.254 4.202 5.295 0.263
H 3.454 5.060 1.678 0.223
H 4.249 3.487 1.520 0.116
H 4.584 4.511 2.913 0.512
H 2.208 1.212 4.420 0.136
H 3.873 1.830 4.503 0.569
H 3.263 1.064 3.023 0.131
H 0.058 2.418 5.489 0.219
H -0.992 1.121 4.904 -0.021
H -1.650 2.402 5.928 0.483
H -0.741 5.425 4.508 0.295
H -2.413 5.028 4.901 0.449
H -2.008 5.600 3.285 0.291
H -2.926 1.455 2.780 -0.431
H -3.271 2.986 1.959 0.088
H -3.852 2.716 3.618 0.561

Entry 3:
134
Properties=species:S:1:pos:R:3:mulliken_charge:R:1 method="wB97M-V/def2-TZVPD" homo_energy_ev=-7.21 charge=-1 energy_ev=-109159.441 orbital_gap_ev=7.88
C -0.820 0.287 -1.385 -0.155
F -1.161 -0.926 -0.880 0.023
F -0.294 0.089 -2.620 -0.121
F -1.922 0.998 -1.504 -0.123
S 0.302 1.297 -0.240 1.023
O -0.428 1.602 1.019 -0.411
O 1.508 0.520 -0.069 0.137
O 0.562 2.481 -1.110 -0.800
C 1.831 -3.776 3.231 -0.062
O 1.618 -4.180 2.107 -0.435
N 1.941 -2.510 3.537 0.433
C 1.807 -1.477 2.448 -0.461
C 2.185 -2.033 4.965 -0.850
H 1.926 -4.436 4.107 0.270
H 0.854 -0.985 2.644 0.403
H 1.742 -1.983 1.485 -0.334
H 2.627 -0.762 2.531 0.134
H 2.956 -1.269 4.869 0.267
H 1.343 -1.518 5.428 0.292
H 2.480 -2.857 5.615 0.322
C 1.549 1.946 3.864 0.184
O 1.754 1.234 4.882 -0.731
N 1.993 3.210 3.761 0.245
C 1.542 4.054 2.671 -0.537
C 2.959 3.725 4.749 -1.053
H 0.980 1.757 2.941 0.393
H 2.395 4.082 1.993 0.286
H 1.258 5.064 2.966 0.423
H 0.743 3.586 2.096 -0.204
H 2.573 4.389 5.522 0.316
H 3.471 2.926 5.285 0.315
H 3.733 4.302 4.243 0.380
C -3.724 -5.283 2.118 0.080
O -3.301 -6.309 2.635 -0.592
N -2.897 -4.299 1.649 0.197
C -3.267 -3.385 0.607 -0.574
C -1.503 -4.344 2.041 -0.918
H -4.759 -5.023 1.847 0.253
H -4.339 -3.234 0.739 0.228
H -3.156 -3.816 -0.388 0.280
H -2.728 -2.438 0.627 0.101
H -1.065 -4.797 1.151 0.328
H -1.011 -3.423 2.352 0.237
H -1.335 -4.981 2.909 0.320
C 2.426 1.356 -3.989 0.144
O 2.920 2.308 -4.629 -0.699
N 2.852 0.093 -4.137 0.257
C 2.255 -0.962 -3.320 -1.213
C 3.881 -0.328 -5.085 -1.109
H 1.669 1.436 -3.193 0.390
H 1.549 -1.505 -3.949 0.611
H 1.780 -0.745 -2.363 -0.061
H 2.961 -1.744 -3.040 0.449
H 4.753 -0.833 -4.668 0.340
H 3.506 -1.183 -5.648 0.396
H 4.317 0.425 -5.741 0.342
C -1.075 5.046 0.312 0.688
O -0.699 5.683 1.359 -0.778
N -1.450 5.649 -0.803 0.137
C -1.782 4.860 -2.053 -0.871
C -1.421 7.141 -0.957 -1.002
H -1.059 3.945 0.303 -0.046
H -1.174 3.960 -2.143 0.211
H -1.720 5.559 -2.888 0.382
H -2.821 4.536 -2.098 0.286
H -2.362 7.674 -1.092 0.286
H -0.935 7.692 -0.151 0.307
H -0.789 7.211 -1.843 0.404
C 6.585 2.686 -0.204 0.081
O 7.270 2.948 0.834 -0.633
N 5.318 2.177 -0.334 0.381
C 4.727 1.915 -1.686 -0.573
C 4.490 2.019 0.827 -0.093
H 7.017 2.856 -1.203 0.290
H 5.483 1.917 -2.472 0.310
H 3.978 2.699 -1.795 0.373
H 4.178 0.974 -1.712 -0.180
H 4.518 0.949 1.031 -0.300
H 4.930 2.548 1.672 0.365
H 3.432 2.272 0.749 -0.260
C 4.809 -3.754 1.021 0.306
O 5.586 -4.368 1.817 -0.703
N 5.028 -2.527 0.516 0.205
C 4.176 -1.937 -0.514 -1.345
C 6.149 -1.661 1.050 -0.855
H 3.827 -4.123 0.687 0.203
H 4.707 -1.256 -1.180 0.288
H 3.299 -1.407 -0.144 0.413
H 3.702 -2.707 -1.124 0.534
H 6.890 -1.509 0.265 0.322
H 5.765 -0.704 1.405 0.280
H 6.718 -2.163 1.832 0.356
C 0.713 -4.798 -1.299 -0.872
C 0.844 -6.234 -1.361 -0.526
C 0.176 -6.988 -2.338 -0.720
C -0.710 -6.213 -3.215 0.018
C -0.840 -4.797 -3.125 -0.607
C -0.090 -4.143 -2.160 0.078
N -1.569 -6.965 -4.214 0.958
O -1.364 -8.196 -4.301 -0.602
O -2.399 -6.369 -4.894 -0.580
H 1.346 -4.265 -0.606 0.714
H 1.501 -6.775 -0.695 0.488
H 0.195 -8.065 -2.411 0.479
H -1.522 -4.148 -3.656 0.452
H -0.248 -3.077 -2.080 0.670
C -5.707 -1.759 -1.594 -0.373
C -4.604 -1.561 -2.424 -0.676
C -4.412 -0.217 -2.902 -0.266
C -5.325 0.773 -2.467 0.059
C -6.437 0.466 -1.647 -0.352
C -6.638 -0.817 -1.241 -0.868
N -5.303 2.107 -3.060 1.128
O -4.760 2.273 -4.155 -0.614
O -5.950 3.027 -2.626 -0.620
H -5.862 -2.737 -1.165 0.472
H -3.857 -2.303 -2.666 0.552
H -3.561 -0.079 -3.553 0.557
H -7.160 1.255 -1.501 0.544
H -7.512 -1.041 -0.648 0.425
C -3.413 2.791 2.387 -0.996
C -3.905 3.837 3.166 -0.464
C -5.153 4.338 2.942 -0.364
C -5.936 3.796 1.987 -0.079
C -5.471 2.731 1.197 -0.124
C -4.179 2.322 1.343 -0.106
N -7.292 4.331 1.741 0.979
O -8.043 3.721 0.974 -0.585
O -7.683 5.269 2.405 -0.618
H -2.410 2.439 2.578 0.542
H -3.339 4.270 3.978 0.377
H -5.513 5.261 3.373 0.465
H -5.946 2.286 0.335 0.408
H -3.746 1.630 0.636 0.519

Entry 4:
114
Properties=species:S:1:pos:R:3:mulliken_charge:R:1 method="wB97M-V/def2-TZVPD" smiles=c1cc[nH]c1.c1cc[nH]c1.c1cc[nH]c1.CCCC#N.CCCC#N.CCCC#N.CCCC#N.CCCC#N.CCCC#N.CCCC#N homo_energy_ev=-8.42 e_above_lowest_kcal_mol=64.99 charge=0 energy_ev=-57413.982 orbital_gap_ev=8.39
C 2.363 -3.256 3.681 -0.513
C 1.551 -3.419 4.822 -0.573
C 1.357 -2.187 5.388 -0.668
N 2.062 -1.254 4.696 0.082
C 2.666 -1.876 3.636 -0.790
H 2.735 -4.032 3.028 0.507
H 1.015 -4.272 5.211 0.498
H 0.802 -1.894 6.267 0.614
H 2.040 -0.289 4.996 0.268
H 3.349 -1.268 3.061 0.586
C 3.146 4.457 -0.057 -0.220
C 3.662 3.982 1.166 -0.372
C 5.045 4.146 1.088 -0.615
N 5.307 4.737 -0.117 0.031
C 4.194 4.865 -0.872 -0.882
H 2.085 4.412 -0.254 0.570
H 3.091 3.497 1.943 0.473
H 5.874 3.944 1.750 0.409
H 6.196 5.026 -0.499 0.207
H 4.167 5.212 -1.894 0.416
C -0.136 -0.181 1.608 -0.261
C 0.880 0.665 1.180 0.404
C 0.436 1.396 0.070 -2.038
N -0.792 0.882 -0.331 0.676
C -1.056 -0.126 0.534 -1.814
H -0.223 -0.732 2.532 0.522
H 1.837 0.708 1.680 0.624
H 0.927 2.227 -0.415 0.528
H -1.280 1.085 -1.192 0.204
H -1.997 -0.632 0.378 0.926
C 1.874 2.317 -3.550 -0.928
C 2.842 1.318 -4.274 0.148
C 2.626 1.229 -5.799 -0.474
C 3.838 0.622 -6.371 0.086
N 4.808 0.112 -6.717 -0.426
H 1.918 3.273 -4.071 0.414
H 2.221 2.443 -2.525 0.001
H 0.815 2.061 -3.599 0.325
H 2.801 0.349 -3.777 -0.248
H 3.879 1.627 -4.148 0.343
H 2.544 2.248 -6.179 0.395
H 1.690 0.719 -6.025 0.357
C -1.982 -2.650 5.013 -0.549
C -1.887 -1.198 5.380 -0.086
C -3.062 -0.407 4.622 0.637
C -4.352 -0.657 5.299 -0.087
N -5.334 -0.861 5.830 -0.557
H -1.037 -3.152 5.217 0.059
H -2.307 -2.806 3.984 -0.154
H -2.619 -3.265 5.650 0.500
H -1.024 -0.693 4.947 0.109
H -1.912 -1.151 6.468 0.408
H -3.160 -0.666 3.568 -0.474
H -3.156 0.672 4.747 0.147
C -6.063 4.000 -3.930 -1.111
C -4.713 4.264 -4.598 -0.395
C -3.622 3.271 -4.270 -0.561
C -3.240 3.270 -2.832 0.302
N -2.952 3.221 -1.712 -0.467
H -6.444 3.098 -4.409 0.313
H -6.794 4.776 -4.159 0.336
H -5.995 3.698 -2.885 0.307
H -4.428 5.279 -4.320 0.345
H -4.833 4.196 -5.679 0.297
H -2.670 3.134 -4.784 0.418
H -4.095 2.291 -4.344 0.235
C 2.484 -3.432 -1.211 -1.463
C 1.057 -3.019 -1.071 0.704
C 0.353 -2.415 -2.294 -0.153
C 1.066 -2.199 -3.536 0.118
N 1.611 -2.023 -4.560 -0.478
H 3.166 -2.606 -1.413 0.047
H 2.678 -4.154 -2.005 0.447
H 2.816 -3.835 -0.254 0.406
H 0.885 -2.531 -0.112 -0.049
H 0.500 -3.925 -0.831 -0.023
H -0.314 -1.606 -1.997 0.083
H -0.337 -3.221 -2.546 0.355
C 3.881 0.100 -0.648 0.093
C 5.369 0.013 -0.963 -0.728
C 5.836 -1.321 -1.546 -0.707
C 5.685 -1.502 -2.991 0.290
N 5.506 -1.730 -4.141 -0.472
H 3.642 1.088 -0.254 0.082
H 3.496 -0.560 0.130 0.297
H 3.306 0.026 -1.570 -0.274
H 5.911 0.276 -0.055 0.421
H 5.629 0.840 -1.624 0.368
H 5.399 -2.130 -0.962 0.321
H 6.853 -1.666 -1.362 0.403
C -4.993 1.813 1.747 -1.507
C -3.522 1.830 1.242 1.175
C -2.739 3.087 1.575 0.338
C -2.961 3.372 2.993 -0.012
N -3.063 3.677 4.140 -0.591
H -5.051 2.002 2.819 0.366
H -5.322 0.794 1.543 0.383
H -5.607 2.525 1.195 0.379
H -3.479 1.701 0.160 0.212
H -3.037 0.912 1.574 -0.999
H -3.214 3.903 1.029 0.377
H -1.659 2.947 1.533 -0.053
C -2.657 -6.356 -0.047 -1.171
C -3.591 -5.128 0.310 -0.505
C -2.898 -4.094 1.267 -0.328
C -3.625 -2.866 1.345 0.395
N -4.308 -1.911 1.373 -0.511
H -3.114 -7.072 -0.730 0.367
H -2.406 -6.878 0.876 0.333
H -1.683 -6.068 -0.444 0.250
H -4.527 -5.446 0.769 0.330
H -3.879 -4.656 -0.629 0.367
H -1.855 -3.870 1.043 0.155
H -2.763 -4.484 2.275 0.399